{
  "formula": "C68H59AsN7O2P2RhSe2",
  "method": "ωB97M-V/def2-TZVPD",
  "species": ["Rh", "Se", "P", "C", "C", "C", "C", "C", "C", "C", "C", "C", "C", "C", "C", "C", "C", "N", "N", "N", "P", "Se", "C", "C", "C", "C", "C", "C", "C", "C", "C", "C", "C", "C", "H", "H", "H", "H", "H", "H", "H", "H", "H", "H", "H", "H", "H", "H", "H", "H", "H", "H", "H", "H", "C", "O", "C", "C", "C", "C", "C", "C", "C", "N", "C", "C", "N", "C", "C", "C", "C", "N", "C", "C", "N", "C", "C", "C", "C", "H", "H", "H", "H", "H", "H", "H", "H", "H", "H", "H", "H", "H", "H", "C", "C", "C", "C", "C", "C", "As", "C", "C", "C", "C", "C", "C", "C", "C", "C", "C", "C", "C", "H", "H", "H", "H", "H", "H", "H", "H", "H", "H", "H", "H", "H", "H", "H", "C", "C", "O", "C", "C", "H", "H", "H", "H", "H", "H", "H", "H", "H", "H"],
  "positions_angstrom": [[0.56, -1.04, -0.24], [-5.81, 1.82, -2.20], [-3.86, 2.37, -2.77], [-3.38, 4.08, -2.37], [-2.21, 4.43, -1.72], [-1.88, 5.77, -1.54], [-2.73, 6.76, -2.00], [-3.91, 6.42, -2.65], [-4.24, 5.08, -2.83], [-3.61, 2.34, -4.57], [-2.51, 2.98, -5.14], [-2.40, 3.09, -6.51], [-3.41, 2.59, -7.33], [-4.50, 1.96, -6.76], [-4.61, 1.82, -5.38], [-2.66, 1.35, -1.84], [-1.69, 0.38, -2.04], [-1.28, -0.02, -0.80], [-1.93, 0.68, 0.11], [-2.77, 1.49, -0.49], [-1.00, -0.47, -3.41], [-0.07, -2.21, -2.52], [-2.28, -0.99, -4.52], [-2.12, -0.93, -5.91], [-3.10, -1.48, -6.72], [-4.23, -2.07, -6.16], [-4.39, -2.10, -4.78], [-3.41, -1.58, -3.95], [0.21, 0.57, -4.23], [0.35, 1.91, -3.90], [1.28, 2.69, -4.58], [2.08, 2.12, -5.57], [1.97, 0.77, -5.87], [1.04, -0.01, -5.20], [-1.55, 3.66, -1.33], [-0.95, 6.05, -1.04], [-2.47, 7.81, -1.86], [-4.58, 7.19, -3.00], [-5.16, 4.81, -3.33], [-1.76, 3.44, -4.50], [-1.54, 3.60, -6.95], [-3.34, 2.72, -8.40], [-5.30, 1.58, -7.40], [-5.47, 1.35, -4.93], [-1.25, -0.46, -6.35], [-2.98, -1.45, -7.80], [-4.99, -2.50, -6.80], [-5.27, -2.55, -4.34], [-3.54, -1.61, -2.88], [-0.27, 2.35, -3.13], [1.39, 3.74, -4.33], [2.79, 2.74, -6.10], [2.60, 0.33, -6.63], [0.96, -1.07, -5.42], [-1.16, 5.44, 11.90], [-0.73, 4.11, 11.66], [-0.64, 3.69, 10.39], [-0.88, 4.49, 9.28], [-0.77, 3.95, 8.00], [-0.42, 2.62, 7.81], [-0.21, 1.82, 8.94], [-0.30, 2.34, 10.20], [-0.29, 2.04, 6.48], [-0.30, 0.75, 6.20], [-0.14, 0.67, 4.85], [-0.02, 1.91, 4.28], [-0.13, 2.78, 5.34], [0.19, 2.11, 2.89], [0.30, 3.35, 2.23], [0.47, 3.37, 0.87], [0.59, 2.16, 0.18], [0.54, 0.99, 0.79], [0.28, 0.95, 2.10], [0.00, -0.33, 2.65], [-0.16, -1.35, 1.78], [-0.54, -2.53, 2.25], [-0.70, -2.79, 3.61], [-0.51, -1.77, 4.51], [-0.19, -0.50, 4.02], [-1.22, 5.55, 12.98], [-2.14, 5.62, 11.46], [-0.44, 6.17, 11.51], [-1.16, 5.53, 9.40], [-0.99, 4.60, 7.15], [0.04, 0.78, 8.79], [-0.13, 1.73, 11.08], [-0.08, 3.79, 5.31], [0.24, 4.28, 2.79], [0.52, 4.30, 0.32], [0.74, 2.16, -0.89], [-0.75, -3.30, 1.53], [-0.99, -3.78, 3.93], [-0.65, -1.90, 5.58], [4.04, -3.33, 4.30], [3.97, -4.51, 3.56], [3.28, -4.53, 2.36], [2.67, -3.37, 1.89], [2.78, -2.19, 2.61], [3.45, -2.17, 3.82], [1.71, -3.41, 0.20], [3.01, -4.39, -0.86], [2.60, -5.40, -1.72], [3.55, -6.16, -2.40], [4.90, -5.90, -2.23], [5.31, -4.88, -1.37], [4.37, -4.12, -0.69], [0.36, -4.80, 0.46], [0.28, -5.52, 1.65], [-0.69, -6.49, 1.81], [-1.62, -6.73, 0.80], [-1.55, -6.01, -0.38], [-0.56, -5.05, -0.56], [4.57, -3.32, 5.25], [4.45, -5.41, 3.92], [3.24, -5.44, 1.78], [2.35, -1.27, 2.22], [3.52, -1.25, 4.39], [1.55, -5.62, -1.86], [3.23, -6.96, -3.05], [5.64, -6.50, -2.75], [6.37, -4.68, -1.23], [4.70, -3.35, -0.01], [0.97, -5.32, 2.46], [-0.74, -7.06, 2.73], [-2.39, -7.48, 0.94], [-2.27, -6.19, -1.18], [-0.52, -4.51, -1.48], [3.60, 1.24, -0.30], [2.91, 0.94, -1.62], [2.48, -0.43, -1.74], [3.63, -1.29, -1.98], [3.42, -2.17, -3.18], [3.64, 2.32, -0.13], [4.62, 0.85, -0.29], [3.05, 0.78, 0.52], [3.57, 1.17, -2.45], [2.01, 1.53, -1.76], [3.82, -1.86, -1.08], [4.50, -0.65, -2.15], [2.66, -2.92, -3.00], [4.36, -2.69, -3.42], [3.12, -1.57, -4.04]],
  "max_force_ev_per_a": 1.660,
  "total_charge": 2
}

=====

{
  "formula": "C68H61N5O6PS3SiTcTe",
  "method": "ωB97M-V/def2-TZVPD",
  "species": ["Tc", "N", "S", "N", "S", "N", "S", "N", "C", "C", "C", "C", "C", "C", "C", "C", "C", "C", "C", "C", "C", "C", "C", "C", "C", "C", "C", "C", "C", "C", "C", "C", "C", "C", "C", "C", "C", "C", "C", "C", "C", "C", "C", "C", "H", "H", "H", "H", "H", "H", "H", "H", "H", "H", "H", "H", "H", "H", "H", "H", "H", "H", "H", "H", "H", "H", "H", "H", "H", "H", "H", "H", "H", "H", "O", "C", "O", "C", "C", "C", "C", "C", "C", "C", "C", "C", "N", "H", "H", "H", "H", "H", "H", "C", "C", "O", "P", "O", "Te", "O", "C", "C", "H", "H", "H", "H", "H", "H", "H", "H", "H", "H", "O", "Si", "C", "C", "C", "C", "C", "C", "C", "C", "C", "C", "C", "C", "C", "C", "C", "C", "C", "C", "H", "H", "H", "H", "H", "H", "H", "H", "H", "H", "H", "H", "H", "H", "H"],
  "positions_angstrom": [[0.51, -1.24, 0.60], [-0.96, -0.11, 1.32], [-1.97, 0.82, 0.77], [-1.76, 1.82, -0.55], [-2.18, 1.60, -2.02], [-1.70, 0.40, -2.90], [-0.23, -0.25, -2.55], [-0.15, -0.54, -1.13], [-0.15, -1.65, -3.65], [-1.21, -2.54, -3.67], [-1.07, -3.73, -4.36], [0.13, -4.03, -5.00], [1.18, -3.12, -4.97], [1.05, -1.92, -4.29], [0.99, 0.88, -3.19], [2.17, 1.00, -2.46], [3.19, 1.76, -2.99], [3.02, 2.42, -4.20], [1.82, 2.32, -4.90], [0.80, 1.52, -4.40], [-1.72, 3.09, -2.90], [-2.05, 3.10, -4.25], [-1.68, 4.19, -5.01], [-1.00, 5.25, -4.42], [-0.69, 5.22, -3.07], [-1.05, 4.13, -2.30], [-3.95, 1.59, -2.25], [-4.56, 0.56, -2.95], [-5.94, 0.62, -3.15], [-6.67, 1.68, -2.65], [-6.04, 2.70, -1.94], [-4.67, 2.66, -1.73], [-3.51, -0.03, 0.50], [-3.37, -1.44, -0.01], [-4.70, -2.22, 0.07], [-5.96, -1.44, 0.25], [-5.94, -0.17, 0.65], [-4.67, 0.52, 0.85], [-2.32, 2.01, 2.05], [-2.12, 3.37, 1.89], [-2.23, 4.20, 3.00], [-2.55, 3.66, 4.24], [-2.74, 2.29, 4.39], [-2.62, 1.46, 3.29], [-2.13, -2.30, -3.15], [-1.89, -4.44, -4.39], [0.24, -4.97, -5.53], [2.11, -3.36, -5.46], [1.87, -1.22, -4.25], [2.26, 0.49, -1.51], [4.14, 1.83, -2.47], [3.82, 3.01, -4.61], [1.68, 2.84, -5.84], [-0.13, 1.38, -4.94], [-2.58, 2.26, -4.68], [-1.92, 4.21, -6.07], [-0.72, 6.10, -5.02], [-0.16, 6.05, -2.61], [-0.79, 4.07, -1.25], [-3.96, -0.24, -3.34], [-6.43, -0.17, -3.70], [-7.73, 1.73, -2.82], [-6.61, 3.53, -1.56], [-4.16, 3.45, -1.19], [-2.84, -1.43, -0.97], [-4.81, -2.93, -0.75], [-6.90, -1.95, 0.07], [-6.85, 0.39, 0.83], [-4.70, 1.53, 1.25], [-1.88, 3.77, 0.91], [-2.05, 5.26, 2.91], [-2.63, 4.31, 5.10], [-2.98, 1.87, 5.36], [-2.74, 0.38, 3.38], [2.21, -3.91, -1.90], [1.56, -3.33, -1.04], [1.92, -2.27, -0.40], [0.19, -3.84, -0.66], [-0.25, -5.05, -1.14], [-1.50, -5.50, -0.76], [-2.30, -4.68, 0.03], [-3.56, -5.18, 0.57], [-4.38, -4.42, 1.28], [-4.17, -2.95, 1.35], [-2.74, -2.42, 1.04], [-1.81, -3.41, 0.41], [-0.56, -3.02, 0.10], [0.42, -5.62, -1.78], [-1.86, -6.47, -1.07], [-3.76, -6.24, 0.42], [-5.27, -4.83, 1.74], [-4.57, -2.52, 2.26], [-2.25, -1.91, 1.85], [3.19, -1.15, 4.80], [3.36, -2.52, 4.18], [2.13, -3.28, 4.29], [1.09, -3.31, 3.10], [1.09, -1.92, 2.45], [-0.93, -4.17, 3.95], [1.75, -4.27, 1.99], [1.90, -5.67, 2.25], [3.03, -6.20, 1.39], [4.15, -0.64, 4.86], [2.78, -1.25, 5.81], [2.51, -0.54, 4.20], [4.10, -3.10, 4.73], [3.65, -2.44, 3.13], [0.96, -6.17, 2.01], [2.11, -5.83, 3.31], [2.82, -6.02, 0.33], [3.16, -7.27, 1.55], [3.96, -5.69, 1.64], [1.70, 0.26, 0.87], [2.89, 1.16, 1.42], [2.73, 1.46, 3.28], [1.46, 1.64, 3.83], [1.29, 2.05, 5.14], [2.40, 2.29, 5.94], [3.67, 2.07, 5.43], [3.83, 1.66, 4.11], [4.59, 0.49, 0.95], [5.75, 1.21, 1.25], [7.00, 0.74, 0.89], [7.12, -0.46, 0.22], [5.98, -1.19, -0.09], [4.73, -0.72, 0.27], [2.69, 2.92, 0.70], [1.47, 3.57, 0.88], [1.30, 4.90, 0.52], [2.34, 5.60, -0.06], [3.56, 4.96, -0.28], [3.72, 3.64, 0.10], [0.59, 1.44, 3.21], [0.29, 2.19, 5.54], [2.28, 2.63, 6.96], [4.54, 2.22, 6.05], [4.83, 1.48, 3.74], [5.66, 2.16, 1.77], [7.88, 1.32, 1.14], [8.10, -0.83, -0.06], [6.08, -2.14, -0.62], [3.84, -1.30, 0.02], [0.64, 3.02, 1.33], [0.35, 5.40, 0.70], [2.22, 6.64, -0.33], [4.38, 5.50, -0.73], [4.68, 3.16, -0.07]],
  "max_force_ev_per_a": 1.703,
  "total_charge": 1,
  "spin_multiplicity": 4
}

=====

{
  "formula": "C68H63CsN6O5P3SSi",
  "method": "ωB97M-V/def2-TZVPD",
  "species": ["Cs", "C", "C", "C", "C", "C", "C", "P", "C", "C", "C", "C", "C", "C", "C", "C", "C", "C", "C", "C", "Si", "C", "C", "C", "C", "C", "C", "P", "C", "C", "C", "C", "C", "C", "C", "C", "C", "C", "C", "C", "C", "C", "C", "C", "C", "C", "P", "C", "C", "C", "C", "C", "C", "C", "C", "C", "C", "C", "C", "H", "H", "H", "H", "H", "H", "H", "H", "H", "H", "H", "H", "H", "H", "H", "H", "H", "H", "H", "H", "H", "H", "H", "H", "H", "H", "H", "H", "H", "H", "H", "H", "H", "H", "H", "H", "H", "H", "H", "H", "H", "H", "N", "C", "C", "C", "N", "H", "H", "H", "H", "H", "H", "H", "H", "H", "H", "O", "S", "O", "O", "C", "N", "C", "C", "C", "N", "C", "C", "C", "N", "C", "C", "H", "H", "H", "H", "H", "H", "N", "C", "C", "O", "O", "H", "H", "H", "H", "H"],
  "positions_angstrom": [[0.91, 0.40, -0.83], [2.47, 0.07, 5.52], [2.14, 1.20, 4.78], [0.94, 1.24, 4.08], [0.04, 0.18, 4.13], [0.38, -0.95, 4.87], [1.59, -1.01, 5.55], [-1.61, 0.47, 3.36], [-2.65, -0.25, 4.70], [-2.46, 0.21, 6.01], [-3.32, -0.17, 7.02], [-4.41, -0.99, 6.76], [-4.62, -1.43, 5.46], [-3.76, -1.06, 4.44], [-1.74, -0.79, 2.03], [-1.67, -2.16, 2.27], [-1.75, -3.07, 1.23], [-1.93, -2.60, -0.06], [-2.02, -1.24, -0.32], [-1.94, -0.30, 0.71], [-1.82, 1.61, 0.56], [-1.66, 1.96, -1.35], [-2.21, 1.45, -2.53], [-1.76, 1.87, -3.77], [-0.72, 2.77, -3.88], [-0.14, 3.29, -2.73], [-0.62, 2.89, -1.49], [-0.01, 3.52, 0.11], [-1.34, 4.72, 0.55], [-2.60, 4.78, -0.05], [-3.53, 5.71, 0.36], [-3.23, 6.62, 1.37], [-1.98, 6.58, 1.97], [-1.05, 5.63, 1.57], [1.19, 4.82, -0.57], [0.95, 6.17, -0.86], [1.99, 6.99, -1.28], [3.27, 6.49, -1.43], [3.52, 5.15, -1.16], [2.49, 4.34, -0.72], [-3.55, 2.16, 1.32], [-3.47, 3.04, 2.42], [-4.57, 3.37, 3.18], [-5.82, 2.84, 2.87], [-5.95, 2.02, 1.76], [-4.83, 1.67, 1.00], [-5.02, 0.65, -0.50], [-5.54, -0.98, 0.15], [-5.49, -1.30, 1.51], [-5.71, -2.61, 1.93], [-5.99, -3.60, 1.01], [-6.06, -3.29, -0.35], [-5.83, -1.99, -0.77], [-6.62, 1.34, -1.12], [-7.86, 0.71, -1.04], [-8.99, 1.32, -1.56], [-8.90, 2.57, -2.16], [-7.66, 3.20, -2.24], [-6.53, 2.59, -1.73], [3.39, 0.03, 6.08], [2.81, 2.05, 4.76], [0.67, 2.13, 3.51], [-0.31, -1.78, 4.96], [1.85, -1.90, 6.12], [-1.62, 0.86, 6.22], [-3.15, 0.18, 8.03], [-5.08, -1.28, 7.55], [-5.47, -2.07, 5.24], [-3.93, -1.42, 3.44], [-1.55, -2.53, 3.29], [-1.68, -4.13, 1.42], [-2.03, -3.31, -0.88], [-2.19, -0.90, -1.34], [-3.04, 0.75, -2.50], [-2.24, 1.49, -4.67], [-0.37, 3.09, -4.86], [0.66, 4.02, -2.81], [-2.85, 4.09, -0.84], [-4.51, 5.74, -0.10], [-3.96, 7.35, 1.68], [-1.73, 7.29, 2.75], [-0.07, 5.60, 2.03], [-0.05, 6.58, -0.77], [1.79, 8.04, -1.49], [4.08, 7.14, -1.76], [4.52, 4.75, -1.29], [2.68, 3.30, -0.47], [-2.51, 3.48, 2.66], [-4.47, 4.04, 4.03], [-6.69, 3.07, 3.48], [-6.92, 1.64, 1.49], [-5.27, -0.52, 2.22], [-5.65, -2.85, 2.98], [-6.14, -4.62, 1.34], [-6.28, -4.07, -1.07], [-5.86, -1.75, -1.83], [-7.94, -0.26, -0.56], [-9.95, 0.83, -1.49], [-9.78, 3.04, -2.56], [-7.59, 4.18, -2.71], [-5.57, 3.08, -1.80], [3.02, 1.06, 1.21], [4.26, 0.30, 1.33], [4.16, -0.93, 2.25], [3.32, -2.06, 1.65], [1.89, -1.72, 1.66], [2.78, 1.45, 2.11], [2.28, 0.41, 0.99], [5.04, 0.97, 1.72], [4.57, -0.03, 0.33], [3.71, -0.62, 3.20], [5.16, -1.31, 2.46], [3.53, -2.99, 2.20], [3.61, -2.23, 0.61], [1.56, -1.63, 2.62], [1.35, -2.45, 1.22], [4.83, -8.47, -5.08], [3.65, -8.07, -5.82], [2.42, -8.06, -5.04], [3.52, -8.61, -7.15], [4.06, -6.30, -6.02], [4.86, -5.92, -7.01], [5.26, -4.66, -7.00], [4.88, -3.75, -6.02], [4.04, -4.25, -5.03], [3.64, -5.51, -5.04], [3.51, -3.43, -3.91], [3.93, -2.13, -3.64], [3.36, -1.46, -2.57], [2.42, -1.97, -1.79], [2.03, -3.22, -2.05], [2.54, -3.98, -3.07], [5.89, -4.35, -7.83], [5.20, -2.72, -6.05], [4.69, -1.65, -4.24], [3.67, -0.44, -2.33], [1.27, -3.62, -1.38], [2.24, -5.01, -3.25], [-0.36, -3.26, -4.82], [-0.63, -2.21, -3.84], [0.36, -1.06, -4.01], [1.06, -1.11, -5.13], [0.50, -0.18, -3.19], [-1.17, -3.84, -5.00], [0.38, -3.87, -4.50], [0.75, -1.92, -5.60], [-0.60, -2.53, -2.80], [-1.62, -1.79, -4.02]],
  "max_force_ev_per_a": 2.169,
  "total_charge": -1
}

=====

Short version: energy above the lowest of the compared OMol25 structures with the same formula, charge and spin = 75.3; 26.4; 0.0 kcal/mol, in the order given.